# 1
27
Properties=species:S:1:pos:R:3:forces:R:3 method="wB97M-V/def2-TZVPD" fmax_ha_per_bohr=0.0676 e_tot_ev=-131344.295 homo_energy_ev="-17.79 / -17.86" total_charge=+2 de_lowest_kcal_mol=0.0 e_lumo_ev="-11.560 / -14.187" orbital_gap_ha="0.2290 / 0.1351"
Ga -0.979464 0.039317 0.467797 1.17 -2.50 -2.11
Cl -0.234950 4.886064 2.756839 -0.48 -0.51 -0.90
C -0.999863 4.010524 1.431208 1.65 1.29 -0.37
Cl -0.005223 3.444688 0.123434 0.02 0.39 0.27
H -1.715482 4.721462 0.949115 -0.18 -0.16 0.42
H -1.450597 3.119432 1.793210 -1.12 -0.51 0.82
F 2.601074 2.221631 -0.649923 -0.36 0.22 0.37
C 2.763152 1.219995 -1.473724 2.14 -1.46 -0.72
F 3.807555 0.438223 -1.057019 -1.75 1.04 -0.51
F 3.037428 1.682681 -2.705756 -0.91 -0.79 1.49
S 1.199500 0.068707 -1.534340 0.91 -1.82 -1.44
O 0.032110 0.942314 -1.492150 -0.69 0.76 1.31
O 1.355728 -0.738646 -2.686393 0.23 0.14 0.10
N 1.101470 -0.823891 -0.167892 -1.20 2.56 0.55
S 0.729046 -2.297436 0.333986 0.39 -1.40 -0.59
O 1.213929 -3.433490 -0.397389 -0.95 1.62 0.75
O -0.744655 -2.200286 0.699358 1.64 1.07 -0.30
C 1.601248 -2.249777 1.975217 1.05 -1.54 1.10
F 1.176563 -3.460341 2.496954 0.86 2.52 -0.25
F 1.167921 -1.167669 2.671211 0.28 -1.38 -0.48
F 2.970581 -2.220122 1.927920 -2.88 -0.02 -0.26
C -3.209023 -1.714271 -0.791463 -1.15 -1.01 0.80
O -2.277470 -0.690929 -1.109110 1.52 1.72 0.91
H -3.753182 -1.951183 -1.684795 -0.21 -0.22 -0.49
H -3.898680 -1.325003 -0.050025 -0.24 -0.20 0.16
H -2.705680 -2.600301 -0.404428 0.10 0.34 -0.22
H -2.783029 0.078307 -1.421832 0.17 -0.15 -0.39


# 2
18
Properties=species:S:1:pos:R:3:forces:R:3 method="wB97M-V/def2-TZVPD" fmax_ha_per_bohr=0.0587 e_tot_ev=-28496.649 smiles=C[C@@H](N)CSS.O homo_energy_ev=-8.44 de_lowest_kcal_mol=21.9 e_lumo_ev=0.146 orbital_gap_ha=0.3154
C 0.909478 -2.319907 -0.893003 -0.55 0.19 -0.41
C 0.523451 -1.176505 0.030080 1.50 0.77 0.81
N -0.342247 -1.604684 1.096458 -0.99 -0.84 0.07
C 1.833445 -0.648154 0.784457 -0.04 -1.43 -2.66
S 2.356008 0.912466 0.076866 -0.84 0.46 1.45
S 0.952421 2.223134 1.017248 0.75 0.88 -0.35
H 1.454633 -3.074240 -0.331077 -0.16 -0.26 -0.11
H 0.028548 -2.722080 -1.407629 0.01 -0.29 0.43
H 1.515046 -1.967235 -1.728077 0.33 0.21 0.20
H 0.161836 -0.340571 -0.582326 -0.25 -0.05 0.15
H -0.452809 -0.958832 1.861866 0.14 0.28 -0.08
H -1.271355 -1.885605 0.797977 0.19 0.00 -0.09
H 1.791731 -0.961328 1.821353 0.10 1.06 0.49
H 2.659674 -1.241346 0.362073 -0.08 -0.20 0.25
H 0.030890 1.432567 1.543940 -0.12 -0.76 -0.15
O -4.172080 5.102857 -1.683745 -0.06 -0.03 0.00
H -3.330277 4.939342 -1.258853 0.37 0.16 0.07
H -4.648393 4.290123 -1.507606 -0.31 -0.12 -0.07